DFT (wB97M-V/def2-TZVPD) results for a structure of composition C24H19AsClN2O6RhS at a distorted geometry.

Each line ends with the natural charge from an NBO analysis.
Cartesian coordinates (Å):
Rh1 0.284 -0.782 -0.209  1.409
O1 1.364 2.369 0.963  -1.016
As1 2.577 1.106 1.104  2.434
O2 3.364 1.483 2.478  -1.165
O3 1.790 -0.395 1.192  -1.137
C1 3.855 1.026 -0.368  -0.427
C2 5.164 1.315 -0.005  -0.184
C3 6.192 1.146 -0.921  -0.196
C4 5.923 0.677 -2.200  -0.201
C5 4.620 0.395 -2.573  -0.202
C6 3.594 0.567 -1.656  -0.249
S1 1.929 0.304 -2.215  2.381
O4 1.881 0.633 -3.609  -0.934
O5 1.588 -1.133 -1.936  -0.997
O6 1.093 1.133 -1.336  -0.997
H1 1.539 2.934 1.731  0.502
H2 5.347 1.662 1.004  0.261
H3 7.210 1.371 -0.633  0.220
H4 6.729 0.545 -2.910  0.220
H5 4.368 0.060 -3.571  0.241
N1 -1.603 -0.474 0.081  -0.489
C7 -2.430 0.390 0.505  0.274
C8 -3.679 -0.013 1.192  -0.050
C9 -4.814 0.797 1.132  -0.183
C10 -6.005 0.366 1.692  -0.215
C11 -6.072 -0.869 2.321  -0.180
C12 -4.946 -1.679 2.386  -0.215
C13 -3.757 -1.256 1.823  -0.178
C14 -2.180 1.846 0.281  -0.150
C15 -2.265 2.723 1.361  -0.128
C16 -1.994 4.067 1.171  -0.229
C17 -1.652 4.537 -0.090  -0.184
C18 -1.574 3.664 -1.163  -0.196
C19 -1.834 2.316 -0.979  -0.154
H6 -4.765 1.755 0.633  0.230
H7 -6.884 0.994 1.631  0.221
H8 -7.004 -1.203 2.757  0.219
H9 -4.999 -2.645 2.871  0.221
H10 -2.865 -1.868 1.875  0.222
H11 -2.520 2.350 2.345  0.214
H12 -2.051 4.749 2.010  0.218
H13 -1.439 5.589 -0.230  0.218
H14 -1.297 4.025 -2.144  0.224
H15 -1.782 1.626 -1.809  0.227
Cl1 -1.325 -5.908 -1.694  0.032
C20 -0.066 -4.949 -1.010  -0.074
C21 1.258 -5.355 -1.075  -0.167
C22 2.213 -4.565 -0.459  -0.230
C23 1.826 -3.393 0.166  0.061
N2 0.553 -2.993 0.193  -0.472
C24 -0.379 -3.758 -0.379  0.020
H16 1.527 -6.262 -1.599  0.237
H17 3.253 -4.856 -0.470  0.234
H18 2.541 -2.753 0.668  0.240
H19 -1.404 -3.412 -0.325  0.219

Results
- expectation value of S² = 6.01
- spin multiplicity = 5
- HOMO-LUMO gap (spin up / spin down) (eV) = 8.6 / 7.5